Record 1
{
  "formula": "C4H10O2",
  "method": "ωB97M-V/def2-TZVPD",
  "species": ["H", "C", "H", "H", "C", "O", "H", "H", "C", "H", "O", "C", "H", "H", "H", "H"],
  "positions_angstrom": [[-1.69, 1.56, 0.71], [-0.23, 0.03, 0.34], [0.90, 0.05, -1.57], [-0.05, 2.17, 0.43], [0.76, -0.42, -0.60], [2.30, 0.31, 0.63], [-1.42, -0.91, -1.57], [-1.04, 1.63, -0.95], [-0.80, 1.44, 0.10], [-2.17, -0.78, 0.03], [-0.01, -0.31, 1.58], [-1.25, -1.05, -0.50], [2.98, -0.36, 0.77], [-1.01, -2.08, -0.26], [1.17, -1.40, -0.45], [1.57, 0.11, 1.32]],
  "max_force_ev_per_a": 0.406,
  "e_homo_ev": -8.64,
  "relative_energy_kj_mol": 361.4,
  "gap_ev": 8.831
}

=====

Record 2
{
  "formula": "C4H10O2",
  "method": "ωB97M-V/def2-TZVPD",
  "species": ["H", "H", "H", "H", "C", "O", "H", "H", "C", "H", "H", "O", "C", "H", "C", "H"],
  "positions_angstrom": [[2.33, 0.41, -0.14], [-1.50, -0.57, 1.63], [-1.43, -0.45, -0.97], [1.45, 1.33, -1.28], [-1.33, 0.38, 2.15], [-2.05, 1.32, 2.10], [1.47, -1.14, -1.75], [0.66, 1.09, 0.21], [1.31, 0.57, -0.49], [-0.86, -1.56, -2.22], [-0.07, 1.02, 3.43], [-0.18, 0.27, 2.84], [-0.65, -0.62, -1.70], [0.74, -1.48, -0.27], [0.73, -0.72, -1.06], [-0.61, 0.17, -2.46]],
  "smiles": "O=CO.CCC",
  "max_force_ev_per_a": 1.322,
  "e_homo_ev": -11.09,
  "relative_energy_kj_mol": 43.3,
  "gap_ev": 11.900
}